No. 1
{"formula": "C5H14S", "method": "ωB97M-V/def2-TZVPD", "e_tot_ev": -16245.403, "total_charge": -1, "orbital_gap_ev": [2.237, 8.340], "s_squared": 0.750, "homo_ev": [1.272, -4.770], "relative_energy_kj_mol": 51.65, "multiplicity": 2, "species": ["C", "C", "C", "S", "H", "H", "H", "H", "H", "H", "H", "H", "C", "C", "H", "H", "H", "H", "H", "H"], "coordinates": [[-0.272, 1.239, -1.717], [0.643, 1.478, -0.512], [-0.147, -1.649, -0.994], [-0.974, -0.418, -2.010], [-1.122, 1.921, -1.760], [0.312, 1.366, -2.633], [1.128, 2.453, -0.550], [1.376, 0.678, -0.631], [-0.672, -1.908, -0.074], [-0.077, -2.519, -1.652], [0.864, -1.417, -0.663], [0.086, 1.390, 0.417], [0.209, -0.711, 3.130], [1.115, 0.494, 3.416], [0.214, -0.957, 2.070], [0.476, -1.505, 3.824], [-0.837, -0.509, 3.350], [0.866, 1.314, 2.741], [2.159, 0.201, 3.463], [0.840, 0.922, 4.389]], "forces_ev_per_a": [[0.32, 0.14, -0.46], [-0.55, -0.74, -0.79], [0.52, -0.26, 0.35], [-0.55, 0.05, 0.14], [0.01, 0.02, 0.11], [0.06, 0.50, 0.16], [0.01, 0.05, -0.13], [0.34, 0.25, 0.73], [-0.39, 0.01, -0.16], [-0.07, -0.10, 0.22], [0.17, 0.24, -0.36], [0.13, -0.19, 0.16], [-0.03, 0.56, 0.24], [-1.28, 0.22, 0.65], [0.32, -0.55, 0.18], [0.14, -0.48, -0.49], [-0.17, 0.36, 0.06], [0.63, -0.12, -0.35], [0.15, 0.28, -0.39], [0.25, -0.24, 0.13]], "lowdin_spin": [0.09, 0.08, 0.21, 0.17, 0.01, 0.01, 0.02, 0.02, 0.04, 0.06, 0.04, 0.01, 0.11, 0.05, 0.02, 0.02, 0.02, 0.01, 0.01, 0.00]}

---

No. 2
{"formula": "C5H14S", "method": "ωB97M-V/def2-TZVPD", "e_tot_ev": -16244.115, "total_charge": -1, "orbital_gap_ev": [2.291, 8.701], "s_squared": 0.751, "homo_ev": [1.359, -4.920], "relative_energy_kj_mol": 175.88, "multiplicity": 2, "species": ["C", "C", "C", "S", "H", "H", "H", "H", "H", "H", "H", "H", "C", "C", "H", "H", "H", "H", "H", "H"], "coordinates": [[0.077, 1.546, -2.558], [1.445, 1.083, -2.947], [0.131, 1.783, 0.311], [-0.619, 0.794, -1.011], [-0.028, 2.629, -2.301], [-0.739, 1.222, -3.345], [1.758, 0.072, -2.528], [2.086, 1.768, -2.494], [-0.073, 1.557, 1.367], [1.255, 1.640, 0.307], [-0.084, 2.833, 0.189], [1.744, 0.994, -3.915], [-0.325, -1.879, 2.715], [-1.463, -2.678, 2.062], [-0.526, -1.323, 3.751], [0.621, -2.467, 2.932], [-0.104, -0.971, 1.971], [-2.378, -2.283, 2.317], [-1.502, -2.689, 0.919], [-1.277, -3.632, 2.257]], "forces_ev_per_a": [[-2.86, -0.57, -0.24], [0.10, -1.88, 3.16], [2.21, -0.08, 0.03], [-0.24, -0.22, 0.12], [0.31, -0.70, -0.91], [1.45, 0.87, 1.43], [-0.82, 1.08, -0.15], [1.60, 1.08, 0.78], [-0.82, -0.51, -0.49], [-0.99, 0.32, -0.32], [-0.05, 0.38, -0.14], [0.08, 0.22, -3.25], [1.16, 3.13, -0.06], [1.78, 2.91, -2.55], [-0.17, -1.39, -2.16], [-1.07, 0.61, -0.70], [0.06, -1.85, 1.78], [-2.19, 0.37, 0.96], [0.64, 0.61, 1.32], [-0.16, -4.37, 1.39]], "lowdin_spin": [0.09, 0.11, 0.22, 0.17, 0.03, 0.03, 0.01, 0.02, 0.04, 0.03, 0.05, 0.02, 0.07, 0.05, 0.02, 0.01, 0.01, 0.01, 0.01, 0.00]}

---

No. 3
{"formula": "C5H14S", "method": "ωB97M-V/def2-TZVPD", "e_tot_ev": -16245.151, "orbital_gap_ev": 9.790, "homo_ev": -8.830, "relative_energy_kj_mol": 207.43, "smiles": "CCC.CCS", "species": ["C", "C", "S", "H", "H", "H", "H", "H", "H", "C", "C", "C", "H", "H", "H", "H", "H", "H", "H", "H"], "coordinates": [[-2.203, 0.100, 1.976], [-1.508, -1.219, 1.613], [0.451, -0.790, 1.595], [-2.058, 0.910, 1.371], [-3.276, -0.037, 1.914], [-2.043, 0.185, 3.129], [-1.709, -1.535, 0.570], [-1.579, -2.105, 2.199], [0.550, -0.811, 0.329], [1.957, 1.314, -2.968], [0.789, 1.341, -1.960], [0.178, 0.045, -1.544], [1.847, 0.346, -3.457], [1.749, 2.126, -3.755], [3.000, 1.310, -2.485], [1.074, 2.014, -1.087], [-0.131, 1.646, -2.550], [-0.474, 0.291, -0.792], [0.986, -0.707, -1.387], [-0.437, -0.485, -2.232]], "forces_ev_per_a": [[-1.19, -3.82, 4.20], [2.44, 1.84, -2.33], [-1.89, -0.78, 2.54], [1.39, 2.09, -1.23], [-0.55, -0.36, 0.00], [0.03, 0.82, -2.14], [0.11, 0.26, 0.49], [-0.43, -0.14, 0.98], [0.26, -0.17, -1.57], [-0.04, 0.10, -0.15], [-0.79, 1.58, -1.25], [2.88, -1.70, -1.01], [0.32, 0.01, -0.47], [1.02, -1.11, 1.25], [-1.59, 0.42, -0.82], [-0.92, -0.80, -1.03], [1.23, 1.36, 0.76], [-1.20, -0.06, 2.41], [-0.61, 0.32, 0.85], [-0.47, 0.13, -1.47]], "mulliken_charge": [-0.92, -0.57, -0.13, 0.35, 0.31, 0.26, 0.27, 0.42, 0.08, -1.04, -0.14, -0.96, 0.32, 0.28, 0.27, 0.29, 0.17, -0.01, 0.39, 0.38]}

---

No. 4
{"formula": "C5H14S", "method": "ωB97M-V/def2-TZVPD", "e_tot_ev": -16245.014, "orbital_gap_ev": 9.492, "homo_ev": -8.578, "relative_energy_kj_mol": 220.66, "smiles": "CCSC.CC", "species": ["C", "C", "H", "H", "H", "H", "H", "H", "C", "C", "C", "S", "H", "H", "H", "H", "H", "H", "H", "H"], "coordinates": [[1.397, -0.250, -2.538], [0.440, -0.130, -3.695], [2.301, -0.740, -2.892], [1.467, 0.771, -2.071], [1.007, -0.841, -1.676], [-0.298, -0.913, -3.674], [0.909, -0.116, -4.617], [-0.069, 0.780, -3.620], [0.570, -0.300, 1.127], [1.560, 0.086, 2.139], [-1.834, 0.858, 0.239], [-1.219, -0.181, 1.693], [0.595, -0.135, 0.103], [0.997, -1.354, 0.850], [1.400, -0.451, 3.066], [1.296, 1.113, 2.226], [-1.397, 1.871, 0.284], [-1.305, 0.542, -0.716], [-2.860, 1.046, 0.065], [2.659, -0.259, 1.945]], "forces_ev_per_a": [[-0.41, 0.46, 1.45], [-0.79, -0.87, 1.46], [0.43, 0.48, 0.51], [0.99, -0.93, -0.59], [0.11, 0.01, -0.93], [-0.32, -0.42, -0.24], [1.07, -0.17, -1.84], [-1.06, 1.41, 0.05], [-0.40, -5.24, -0.04], [1.79, 0.06, 0.14], [3.38, 0.51, -0.87], [0.50, 0.46, -1.63], [0.24, 2.48, -1.61], [-1.87, 0.26, 1.05], [-0.61, 0.12, 0.28], [1.26, 1.34, 1.10], [-0.14, -0.19, 0.69], [-1.09, -0.41, 1.05], [-1.23, -0.69, 0.30], [-1.85, 1.35, -0.34]], "mulliken_charge": [-0.49, -1.08, 0.40, 0.22, -0.01, 0.29, 0.39, 0.31, 0.47, -1.03, -0.74, -0.11, -0.58, 0.28, 0.28, 0.32, 0.32, 0.09, 0.39, 0.30]}

---

No. 5
{"formula": "C5H14S", "method": "ωB97M-V/def2-TZVPD", "e_tot_ev": -16245.495, "orbital_gap_ev": 9.497, "homo_ev": -8.547, "relative_energy_kj_mol": 174.27, "smiles": "CCC.CSC", "species": ["C", "C", "S", "H", "H", "H", "H", "H", "H", "C", "C", "C", "H", "H", "H", "H", "H", "H", "H", "H"], "coordinates": [[2.192, -2.285, 0.082], [1.038, -1.286, -2.239], [2.448, -0.902, -1.211], [1.480, -3.066, 0.037], [3.179, -2.808, 0.220], [1.924, -1.582, 0.941], [0.950, -2.278, -2.819], [1.083, -0.541, -3.095], [0.113, -1.141, -1.645], [-1.106, 0.830, 0.983], [-0.234, 1.982, 0.462], [-2.568, 1.420, 1.158], [-1.255, 0.065, 0.186], [-0.585, 0.371, 1.896], [-0.705, 2.686, -0.077], [0.687, 1.482, -0.073], [-3.081, 1.779, 0.348], [-3.148, 0.611, 1.550], [0.209, 2.531, 1.396], [-2.620, 2.132, 1.899]], "forces_ev_per_a": [[2.18, 2.74, 1.38], [-1.02, 0.14, -2.16], [-0.44, -2.29, 0.29], [-1.18, -0.31, -1.01], [-0.87, 0.84, 0.12], [0.56, -1.64, -0.55], [0.67, 1.14, 1.37], [-0.34, -0.56, 1.14], [0.41, -0.03, -0.56], [-1.05, 0.97, -0.88], [4.81, -3.23, 3.30], [2.14, -3.34, 1.97], [0.57, 0.21, 0.63], [-1.34, 0.56, -1.18], [-1.70, 2.16, -2.28], [-1.61, 1.42, 0.71], [-0.55, 0.77, -2.58], [-0.77, -0.62, 0.23], [-0.69, -0.83, -1.66], [0.19, 1.91, 1.73]], "mulliken_charge": [-0.80, -0.64, -0.09, 0.36, 0.29, 0.19, 0.32, 0.26, 0.11, 0.06, -0.92, -1.49, 0.07, 0.24, 0.42, 0.14, 0.43, 0.38, 0.25, 0.43]}